#1
Computed, not measured: a single C4H7FO molecule, with ωB97M-V with the def2-TZVPD basis set.

- structure (SMILES) = OC/C=C/CF
- LUMO level (eV) = 0.9
- orbital gap (eV) = 10.9

```
13
C4H7FO | the Open Molecules 2025 dataset | ωB97M-V with the def2-TZVPD basis set
C -1.84 0.57 0.10
C -0.54 -0.11 0.33
C 0.60 0.11 -0.31
C 1.88 -0.58 -0.15
H -3.21 -0.65 0.55
H -2.12 0.99 1.06
H -1.84 1.39 -0.66
H -0.65 -0.77 1.13
H 0.57 0.94 -1.02
H 2.22 -1.16 -1.04
H 1.75 -1.27 0.80
O -2.86 -0.37 -0.26
F 2.83 0.39 0.16
```

#2
Computed, not measured: a single C4H7FO molecule, with ωB97M-V with the def2-TZVPD basis set.

- structure (SMILES) = CC(=O)[C@@H](C)F
- LUMO level (eV) = 0.9
- orbital gap (eV) = 10.5

```
13
C4H7FO | the Open Molecules 2025 dataset | ωB97M-V with the def2-TZVPD basis set
C 0.75 -0.04 0.64
C 1.52 -0.64 -0.50
C -1.59 -0.08 -0.04
C -0.40 0.83 0.26
O 1.09 -0.21 1.78
F -0.78 1.59 1.23
H 2.11 0.30 -0.57
H 2.14 -1.44 -0.15
H 0.87 -0.89 -1.46
H -1.93 -0.64 0.78
H -1.40 -0.78 -0.86
H -2.27 0.60 -0.40
H -0.10 1.38 -0.69
```

Stability ranking, top and bottom: #2 is the most stable and #1 is the least stable.

#1
Computed, not measured: a molecular structure, C4H5NO3, with ωB97M-V with the def2-TZVPD basis set.

- LUMO level (eV) = -0.3
- orbital gap (eV) = 8.2

```
13
C4H5NO3 | the Open Molecules 2025 dataset | ωB97M-V with the def2-TZVPD basis set
C -1.16 0.04 -1.07
C 1.16 -0.72 0.15
C 0.06 1.27 0.82
C -0.46 0.04 0.26
O 1.91 -0.29 -0.88
N -1.12 -0.08 1.41
O 1.44 -1.64 0.87
O 0.86 2.00 1.26
H 2.62 -0.94 -1.01
H -1.25 0.24 2.36
H -1.53 -0.97 -1.25
H -2.02 0.71 -1.05
H -0.49 0.35 -1.88
```

#2
Computed, not measured: a single C4H5NO3 molecule, with ωB97M-V with the def2-TZVPD basis set.

- structure (SMILES) = Oc1cc(O)n(O)c1
- LUMO level (eV) = 0.5
- orbital gap (eV) = 7.9

```
13
C4H5NO3 | the Open Molecules 2025 dataset | ωB97M-V with the def2-TZVPD basis set
C -1.31 -0.01 -0.03
C -0.52 -1.18 -0.07
C 0.81 -0.79 -0.18
C -0.51 1.13 -0.19
H -3.02 -0.67 -0.29
H -0.97 -2.06 0.22
H 2.79 -0.80 -0.12
H 1.56 1.49 1.06
H -0.71 2.17 -0.29
N 0.76 0.62 -0.31
O -2.65 0.08 0.11
O 1.92 -1.34 0.03
O 1.85 1.34 0.07
```

Stability ranking, top and bottom: #2 is the most stable and #1 is the least stable.

#1
Computed, not measured: a single C4H5NO3 molecule, with ωB97M-V with the def2-TZVPD basis set.

- structure (SMILES) = C=C(C(N)=O)C(=O)O
- LUMO level (eV) = -0.1
- orbital gap (eV) = 10.1

```
13
C4H5NO3 | the Open Molecules 2025 dataset | ωB97M-V with the def2-TZVPD basis set
C -0.78 0.19 1.31
C 0.67 -0.43 -0.64
C -0.23 0.59 0.03
N 0.03 -1.57 -1.04
C -0.16 1.89 -0.29
O 0.12 -0.89 1.77
O -1.88 0.38 1.75
O 1.78 -0.12 -1.07
H 1.08 -0.77 1.68
H 0.56 -2.38 -1.32
H -0.93 -1.73 -1.34
H 0.40 2.21 -1.16
H -0.66 2.64 0.31
```

#2
Computed, not measured: a single C4H5NO3 molecule, with ωB97M-V with the def2-TZVPD basis set.

- structure (SMILES) = O=C1CCNC(=O)O1
- LUMO level (eV) = 0.4
- orbital gap (eV) = 10.7

```
13
C4H5NO3 | the Open Molecules 2025 dataset | ωB97M-V with the def2-TZVPD basis set
O 1.53 -1.65 -0.73
O 0.07 2.46 -1.41
O 0.79 0.43 -1.16
C 1.02 -0.60 -0.35
C 0.45 1.53 -0.69
N 0.69 -0.67 0.93
C 0.62 1.63 0.86
C 0.05 0.36 1.58
H 0.62 -1.61 1.42
H 1.67 1.75 1.02
H 0.10 2.53 1.30
H 0.33 0.51 2.58
H -1.06 0.20 1.52
```

#3
Computed, not measured: a molecular structure, C4H5NO3, with ωB97M-V with the def2-TZVPD basis set.

- LUMO level (eV) = -1.5
- orbital gap (eV) = 8.5

```
13
C4H5NO3 | the Open Molecules 2025 dataset | ωB97M-V with the def2-TZVPD basis set
C -1.06 0.98 -0.78
C -0.52 -0.28 -0.20
C -0.28 -0.30 1.34
C 0.82 -0.51 -0.88
H -0.20 1.38 -1.85
H -1.11 -1.19 -0.65
H -0.40 -1.18 1.92
H -1.00 0.63 1.56
H 2.45 0.12 0.25
N 1.57 -0.53 0.33
O -2.54 1.38 -0.30
O 1.06 0.33 1.24
O 1.22 -0.84 -1.97
```

#4
Computed, not measured: a molecular structure, C4H5NO3, with ωB97M-V with the def2-TZVPD basis set.

- LUMO level (eV) = 0.3
- orbital gap (eV) = 8.3

```
13
C4H5NO3 | the Open Molecules 2025 dataset | ωB97M-V with the def2-TZVPD basis set
C -0.28 -0.18 1.14
C -0.08 1.19 1.26
C 0.15 0.63 -0.86
C -0.12 -0.57 -0.17
H 0.43 -1.65 2.74
H -0.90 -2.15 1.05
H 0.05 2.05 1.98
H -0.13 1.20 -2.77
H 0.32 -1.81 -1.60
N -0.48 -1.29 1.96
O 0.32 1.63 -0.04
O 0.62 0.82 -2.19
O -0.23 -1.83 -0.69
```

Stability ranking, top and bottom: #2 is the most stable and #3 is the least stable.

#1
Computed, not measured: a molecular structure, C17H15AgF6IN2O2PSbSe2Te2, with ωB97M-V with the def2-TZVPD basis set.

- spin multiplicity = 2
- LUMO level (spin up / spin down) (eV) = 3.5 / 2.9
- orbital gap (spin up / spin down) (eV) = 5.5 / 5.1
- charge = -2

```
50
C17H15AgF6IN2O2PSbSe2Te2 | the Open Molecules 2025 dataset | ωB97M-V with the def2-TZVPD basis set
Ag -0.25 -1.16 1.33
Se -3.04 -0.94 1.77
Te -4.10 -2.59 0.39
Te -2.36 -4.54 3.13
Se -1.83 -2.16 3.52
O 2.65 -2.98 -2.03
C 1.87 -2.28 -1.37
O 1.83 -2.09 -0.13
C 0.78 -1.53 -2.20
P -0.17 -0.41 -1.11
C 0.93 1.06 -1.00
C 1.86 1.11 0.03
C 2.66 2.23 0.22
C 2.53 3.32 -0.63
C 1.62 3.28 -1.67
C 0.82 2.15 -1.85
C -1.53 0.25 -2.13
C -2.54 0.95 -1.47
C -3.59 1.50 -2.17
C -3.67 1.34 -3.55
C -2.68 0.63 -4.22
C -1.61 0.10 -3.51
H 0.12 -2.26 -2.66
H 1.28 -0.97 -3.00
H 1.98 0.25 0.69
H 3.36 2.26 1.04
H 3.13 4.21 -0.47
H 1.50 4.13 -2.34
H 0.09 2.15 -2.65
H -2.47 1.09 -0.39
H -4.36 2.05 -1.64
H -4.50 1.76 -4.10
H -2.73 0.50 -5.29
H -0.84 -0.45 -4.04
I 5.32 -4.20 3.14
C 3.33 -3.73 2.87
C 2.30 -4.62 2.68
N 1.19 -3.88 2.54
N 1.44 -2.57 2.63
C 2.74 -2.46 2.82
H 2.28 -5.70 2.63
H 0.23 -4.20 2.47
H 3.21 -1.49 2.89
F -0.47 1.27 2.85
Sb -1.25 3.00 2.69
F -1.00 2.92 0.82
F 0.45 3.78 2.93
F -2.03 4.71 2.53
F -1.55 3.05 4.56
F -2.93 2.15 2.47
```

#2
Computed, not measured: a molecular structure, C17H15AgF6IN2O2PSbSe2Te2, with ωB97M-V with the def2-TZVPD basis set.

- spin multiplicity = 2
- LUMO level (spin up / spin down) (eV) = 3.5 / 3.3
- orbital gap (spin up / spin down) (eV) = 5.3 / 5.1
- charge = -2

```
50
C17H15AgF6IN2O2PSbSe2Te2 | the Open Molecules 2025 dataset | ωB97M-V with the def2-TZVPD basis set
Ag -0.70 -0.14 -0.60
Se -0.35 0.95 -2.98
Te 2.12 1.38 -2.73
Te 2.14 -0.09 -0.44
Se 2.90 -2.24 -1.21
O -4.82 -1.55 0.23
C -3.63 -1.24 0.36
O -3.01 -0.29 -0.21
C -2.76 -2.06 1.36
P -1.33 -0.99 1.81
C -0.83 -1.73 3.42
C -0.55 -0.96 4.55
C -0.14 -1.55 5.73
C 0.00 -2.93 5.81
C -0.24 -3.70 4.69
C -0.63 -3.11 3.50
C -2.17 0.53 2.41
C -1.38 1.82 2.31
C -2.21 3.13 2.44
C -3.64 2.96 2.83
C -4.20 1.77 3.01
C -3.45 0.54 2.78
H -2.38 -2.93 0.82
H -3.34 -2.41 2.21
H -0.65 0.12 4.50
H 0.08 -0.93 6.59
H 0.31 -3.39 6.74
H -0.11 -4.78 4.74
H -0.79 -3.72 2.62
H -0.54 1.79 3.01
H -1.75 3.83 3.15
H -4.22 3.88 2.96
H -5.24 1.68 3.30
H -4.00 -0.39 2.88
I 0.01 6.14 1.07
C -0.60 4.17 0.95
C -2.04 3.70 0.98
N -1.87 2.51 0.16
N -0.78 1.93 0.92
C 0.14 3.06 0.96
H -2.81 4.39 0.64
H -2.66 1.86 0.14
H 1.20 2.92 1.07
F 1.58 -0.05 2.42
Sb 3.33 0.65 2.71
F 3.31 2.04 1.38
F 2.41 1.92 3.80
F 4.98 1.41 3.26
F 3.42 -0.58 4.14
F 4.34 -0.56 1.67
```

Stability ranking, top and bottom: #1 is the most stable and #2 is the least stable.

#1
Computed, not measured: a single C3H6N2S3 molecule, with ωB97M-V with the def2-TZVPD basis set.

- structure (SMILES) = [H]/N=C(\NS)C(=S)SC
- LUMO level (eV) = -1.0
- orbital gap (eV) = 7.9

```
14
C3H6N2S3 | the Open Molecules 2025 dataset | ωB97M-V with the def2-TZVPD basis set
C -1.88 -1.44 -0.03
C -1.06 1.17 0.28
C 0.41 0.47 0.16
H -2.69 -2.14 -0.48
H -0.94 -1.68 -0.52
H -1.46 -1.47 1.09
H 1.57 -0.87 0.98
H 1.16 1.94 -0.77
H 3.38 -0.23 -1.00
N 0.51 -0.55 0.93
N 1.45 1.00 -0.68
S -2.51 0.37 -0.23
S -0.95 2.90 0.25
S 3.02 0.53 0.02
```

#2
Computed, not measured: a single C3H6N2S3 molecule, with ωB97M-V with the def2-TZVPD basis set.

- LUMO level (spin up / spin down) (eV) = -0.2 / -1.4
- orbital gap (spin up / spin down) (eV) = 8.2 / 7.1

```
14
C3H6N2S3 | the Open Molecules 2025 dataset | ωB97M-V with the def2-TZVPD basis set
C -0.35 -1.42 0.36
C -0.16 -0.29 -0.54
C 1.77 1.08 0.36
N 0.39 0.91 0.16
N 2.60 -0.02 -0.16
S 3.62 -0.98 0.59
S 2.81 1.41 -1.11
S -0.80 1.61 1.10
H -1.01 -1.32 1.14
H 0.58 -0.71 -1.41
H -1.16 -0.12 -1.07
H 1.89 1.69 1.33
H 0.33 -2.16 0.68
H -1.08 2.67 0.25
```

#3
Computed, not measured: a single C3H6N2S3 molecule, with ωB97M-V with the def2-TZVPD basis set.

- LUMO level (eV) = -1.0
- orbital gap (eV) = 7.4

```
14
C3H6N2S3 | the Open Molecules 2025 dataset | ωB97M-V with the def2-TZVPD basis set
C -0.23 -1.23 0.16
C 0.25 1.60 0.74
C -0.22 -1.76 -1.28
N -1.21 -0.16 0.29
N -0.85 0.96 0.49
S 1.30 -0.73 0.77
S -0.02 2.38 2.47
S 1.17 2.21 -0.67
H -0.57 -2.11 0.73
H 0.20 -2.86 -1.42
H 0.32 -1.01 -1.92
H -1.27 -1.71 -1.73
H -0.69 3.43 1.95
H 1.82 1.00 -0.58
```

Stability ranking, top and bottom: #1 is the most stable and #2 is the least stable.